*i*
The following is a quantum chemistry calculation of 2 unconnected molecules or ions with the total composition C5H14N2O, from the Open Molecules 2025 dataset.

Summary:
SMILES: C/C(=C\N)CCN.O
Charge: 0
E_LUMO: 0.5 eV

Last column: natural (NBO) charge in e.
Atoms and positions in Å:
H: -0.923 0.041 0.058  0.177
H: 2.925 -0.848 0.333  0.210
H: -4.316 -3.293 1.973  0.469
H: 2.937 -0.597 -1.371  0.212
H: 2.134 -2.057 -0.778  0.223
H: -1.303 -2.361 -0.056  0.376
H: 1.706 1.360 0.830  0.201
H: 0.176 -2.571 0.695  0.380
H: -0.641 2.101 0.283  0.196
O: -5.198 -3.121 2.311  -0.941
C: 1.394 1.317 -0.224  -0.435
H: -0.577 2.597 -2.133  0.362
H: -5.129 -2.440 2.985  0.472
C: 1.094 -0.167 -0.419  -0.038
H: 2.223 1.623 -0.861  0.204
N: -0.006 3.055 -1.444  -0.857
C: -0.109 -0.642 -0.091  -0.033
H: 0.785 3.485 -1.890  0.357
C: 0.273 2.368 -0.196  -0.215
H: 0.614 3.157 0.473  0.185
C: 2.324 -1.009 -0.568  -0.646
N: -0.385 -1.998 0.091  -0.859

*ii*
The following is a quantum chemistry calculation of 2 unconnected molecules or ions with the total composition C5H14N2O, from the Open Molecules 2025 dataset.

Summary:
SMILES: C=CCCNCN.O
Charge: 0
E_LUMO: 0.8 eV

Last column: natural (NBO) charge in e.
Atoms and positions in Å:
H: -1.940 1.264 -3.104  0.198
O: -0.140 -3.889 -0.644  -0.932
H: 2.526 2.326 0.332  0.369
H: -1.216 1.185 0.902  0.202
C: -2.080 0.807 -2.133  -0.404
H: 2.619 0.060 0.816  0.154
H: 0.246 0.240 2.435  0.359
C: 1.949 0.645 1.443  -0.032
H: -0.338 1.605 -1.295  0.182
H: 0.651 -0.513 -0.309  0.191
C: -0.040 -0.569 0.532  -0.218
H: -2.225 -0.161 0.390  0.211
H: -3.004 0.257 -1.981  0.191
H: 0.724 -3.533 -0.882  0.467
N: 0.763 -0.139 1.652  -0.631
N: 1.719 1.940 0.785  -0.906
H: -0.481 -1.550 0.674  0.214
H: -0.420 -4.276 -1.486  0.466
H: 2.383 0.833 2.423  0.178
C: -1.272 0.336 0.206  -0.464
C: -1.243 1.024 -1.136  -0.165
H: 0.819 2.106 0.381  0.370

*iii*
The following is a quantum chemistry calculation of C5H14N2O in the gas phase, from the Open Molecules 2025 dataset.

Summary:
SMILES: C[C@H](O)CCNCN
Charge: 0
E_LUMO: 1.0 eV

Last column: natural (NBO) charge in e.
Atoms and positions in Å:
H: 0.168 2.490 0.105  0.196
H: -0.902 0.987 2.415  0.373
C: -1.117 0.314 0.406  -0.204
C: 0.087 -0.507 -0.126  -0.444
H: -1.946 -0.379 0.640  0.198
N: 1.566 2.282 1.504  -0.925
N: -0.875 1.296 1.444  -0.645
O: 0.014 -0.987 -2.452  -0.715
H: 1.029 -3.047 -0.044  0.217
C: -0.242 -1.587 -1.165  0.088
H: -1.331 0.989 -0.465  0.190
H: 1.924 3.092 1.983  0.358
C: -0.001 2.357 1.172  -0.045
H: 1.915 1.416 1.883  0.358
H: 0.521 -1.005 0.781  0.184
H: -0.289 3.295 1.684  0.173
H: 0.544 -1.648 -2.918  0.462
H: 0.743 -3.311 -1.734  0.200
H: -0.639 -3.681 -0.596  0.226
C: 0.238 -3.048 -0.791  -0.629
H: -1.342 -1.745 -1.217  0.154
H: 0.851 0.233 -0.547  0.231

*iv*
The following is a quantum chemistry calculation of a molecular structure, C5H14N2O, from the Open Molecules 2025 dataset.

Summary:
Charge: 0
E_LUMO (alpha / beta): 0.4 / 0.4 eV

Last column: natural (NBO) charge in e.
Atoms and positions in Å:
H: 0.369 -0.045 -0.813  0.263
H: 2.382 1.286 -1.781  0.213
H: 1.572 -1.916 -0.098  0.370
N: -0.086 1.254 1.227  -0.612
H: -3.898 -0.946 -0.203  0.196
H: -0.596 -1.572 1.008  0.485
C: -3.209 -0.120 0.007  -0.631
O: -1.465 -1.680 0.592  -0.774
C: -1.763 -0.534 -0.170  -0.197
H: 2.591 -0.459 -1.939  0.219
C: 2.520 0.360 -1.222  -0.620
H: -0.977 0.379 0.667  0.289
N: 1.468 -1.122 0.527  -0.833
C: 1.062 1.270 0.610  0.166
H: 3.466 0.421 -0.681  0.204
H: -3.385 0.209 1.034  0.192
C: 1.355 0.117 -0.262  -0.172
H: 1.665 2.173 0.509  0.175
H: -1.577 -0.768 -1.224  0.134
H: -3.452 0.697 -0.673  0.197
H: 2.285 -1.087 1.127  0.356
H: -0.326 2.083 1.758  0.377

Relative energies, eV: *i* 0.000; *ii* 0.415; *iii* 0.791; *iv* 1.915.

*i*
The following is a quantum chemistry calculation of C5H14N2O in the gas phase, from the Open Molecules 2025 dataset.

Summary:
SMILES: NCCNCCCO
Charge: 0
E_LUMO: 1.0 eV

Last column: natural (NBO) charge in e.
Atoms and positions in Å:
N: 0.529 0.031 -0.135  -0.660
H: -2.358 2.865 2.305  0.470
H: -2.560 1.534 -0.390  0.240
H: -0.320 1.601 1.388  0.187
H: -0.153 -1.837 0.492  0.183
C: -1.845 0.836 -0.085  -0.462
H: -2.415 -0.085 0.134  0.201
H: -0.009 1.705 -1.134  0.201
H: 1.797 -3.254 0.271  0.201
H: -1.808 0.693 2.079  0.155
H: 2.530 -1.715 0.699  0.177
N: 2.705 -2.082 -1.358  -0.839
H: 3.292 -1.216 -1.123  0.348
C: 1.889 -2.154 -0.086  -0.235
C: -0.606 0.684 -0.884  -0.209
H: -0.904 0.172 -1.937  0.179
O: -2.046 2.732 1.338  -0.746
H: 0.105 -1.874 -1.184  0.182
H: 3.236 -2.828 -1.547  0.355
H: 1.470 0.523 -0.331  0.368
C: -1.372 1.456 1.299  -0.055
C: 0.571 -1.454 -0.239  -0.240

*ii*
The following is a quantum chemistry calculation of 2 unconnected molecules or ions with the total composition C5H14N2O, from the Open Molecules 2025 dataset.

Summary:
SMILES: C=CCO.CNCN
Charge: 0
E_LUMO: 0.8 eV

Last column: natural (NBO) charge in e.
Atoms and positions in Å:
H: -0.530 -1.101 2.144  0.146
H: -1.667 0.276 0.626  0.375
N: -1.958 0.282 1.594  -0.843
C: 1.021 0.923 1.383  -0.428
C: 0.958 -1.040 -1.906  -0.189
H: -2.206 1.242 1.823  0.351
C: 0.277 0.262 -2.206  -0.103
H: 1.809 1.657 1.538  0.200
C: 1.517 -1.807 -2.821  -0.388
H: 0.931 1.096 -1.935  0.174
H: -1.303 -0.234 3.473  0.178
H: 1.477 -1.545 -3.871  0.190
H: 2.025 -2.717 -2.542  0.203
H: 0.072 0.315 -3.272  0.173
O: -0.931 0.338 -1.448  -0.739
C: -0.889 -0.118 2.478  -0.054
N: 0.200 0.855 2.583  -0.635
H: -1.603 0.770 -1.980  0.480
H: 0.980 -1.312 -0.852  0.203
H: 0.783 0.591 3.367  0.349
H: 0.413 1.289 0.555  0.200
H: 1.494 -0.033 1.124  0.158

*iii*
The following is a quantum chemistry calculation of a molecular structure, C5H14N2O, from the Open Molecules 2025 dataset.

Summary:
Charge: 0
E_LUMO: 0.5 eV

Last column: natural (NBO) charge in e.
Atoms and positions in Å:
H: 0.640 -1.955 -0.858  0.191
H: 0.303 -0.489 -2.519  0.498
H: -1.816 1.985 0.295  0.188
O: 1.124 -0.308 -2.042  -0.685
H: 0.630 -0.260 0.359  0.345
H: -1.750 0.195 2.252  0.190
C: -0.835 1.588 -0.002  -0.617
H: -0.646 -1.187 2.081  0.202
H: 3.657 0.326 0.445  0.362
N: 2.806 0.408 -0.101  -0.670
H: -2.810 -0.414 -0.005  0.215
C: -0.725 0.109 0.332  -0.309
H: -0.065 2.166 0.511  0.216
C: -0.785 -0.128 1.842  -0.615
H: -0.722 1.762 -1.075  0.198
H: -0.004 0.431 2.366  0.210
H: -1.829 -0.518 -1.446  0.185
H: -1.692 -1.769 -0.193  0.203
H: 3.090 0.548 -1.070  0.348
N: 2.105 -0.813 0.055  -0.392
C: 1.137 -0.983 -0.862  0.362
C: -1.812 -0.695 -0.365  -0.625

*iv*
The following is a quantum chemistry calculation of 2 unconnected molecules or ions with the total composition C5H14N2O, from the Open Molecules 2025 dataset.

Summary:
Charge: 0
E_LUMO: -3.2 eV

Last column: natural (NBO) charge in e.
Atoms and positions in Å:
H: -2.916 -0.253 1.381  0.378
O: -1.037 1.739 0.740  -0.864
C: -1.763 -0.260 -0.607  -0.007
H: -1.691 2.150 1.327  0.504
H: 4.832 -0.503 1.499  0.214
C: -3.235 -0.126 -0.696  -0.301
C: 0.531 0.402 -0.417  -0.657
H: 1.119 1.022 0.238  0.266
H: 4.057 -0.185 -1.000  0.299
H: -3.624 0.887 -0.859  0.188
H: -1.255 -1.175 -0.699  0.202
H: 1.191 0.294 -1.273  0.242
N: 3.549 -0.339 -0.137  -0.585
H: -4.629 -0.249 1.003  0.377
C: -0.855 0.886 -0.566  -0.007
H: 0.622 -0.545 0.189  0.215
C: 4.556 -1.074 0.620  -0.488
N: -3.669 -0.428 0.713  -0.880
H: 5.392 -1.565 0.122  0.187
H: -3.829 -0.785 -1.313  0.212
H: -0.947 1.797 -1.149  0.241
H: 3.602 -1.689 0.883  0.264

Relative energies, eV: *i* 1.355; *ii* 0.000; *iii* 2.580; *iv* 8.674.